Record 1
This record from the Open Molecules 2025 dataset describes C29H42B2F4HfN6O5 as an isolated structure in a non-equilibrium geometry. The level of theory is ωB97M-V/def2-TZVPD.

Its total charge is +4. Its HOMO energy is -19.3 eV. The LUMO energy comes out at -13.03 eV. The value obtained for the frontier orbital gap is 6.3 eV.

Cartesian coordinates (Å):
Hf 0.02378 0.84121 -0.05515
C 0.44834 3.54141 4.09254
C -0.09523 2.83171 2.91166
N 0.51037 2.35862 1.88036
O 1.88510 2.52667 1.93044
B 2.61745 3.08253 0.85423
F 1.65509 0.88241 -1.03283
F 3.88354 3.20351 1.09167
O 2.10330 3.52848 -0.33312
N 0.78920 3.22271 -0.60157
C 0.35099 3.64411 -1.72955
C 1.09539 4.40745 -2.75553
C -1.10868 3.27783 -1.88658
N -1.43851 2.33930 -1.07852
O -2.74883 1.95669 -1.00835
B -3.09805 1.44966 0.28123
F -1.88375 0.80932 0.80315
F -4.08331 0.59105 0.32885
O -3.36193 2.47854 1.43929
N -2.29414 3.01149 1.96834
C -1.53154 2.42144 2.82758
C -2.02461 1.29311 3.64312
C -2.03122 3.98076 -2.80734
H 1.47332 3.86255 3.93186
H 0.43258 2.85468 4.94754
H -0.17627 4.39581 4.35949
H 2.16720 4.27887 -2.62764
H 0.86468 5.47470 -2.67502
H 0.80134 4.08172 -3.75376
H -3.00766 0.94036 3.34699
H -2.06507 1.68253 4.67279
H -1.29681 0.47929 3.64538
H -1.48749 4.52922 -3.57141
H -2.64115 4.69322 -2.24255
H -2.72068 3.27383 -3.26948
C -1.27514 -5.44434 -3.17381
C -0.81992 -4.21609 -3.98558
C 0.58820 -4.45738 -4.55573
C -1.79551 -3.97896 -5.13621
C -0.75716 -3.03403 -3.04148
C -1.54286 -1.88805 -3.19174
C -1.42474 -0.84998 -2.30084
N -0.57644 -0.87673 -1.25042
C 0.17455 -1.99893 -1.06031
C 0.10623 -3.05653 -1.93187
C 1.00952 -1.99951 0.16690
C 1.85614 -3.02706 0.50260
C 2.58214 -3.01599 1.70604
C 2.38515 -1.90832 2.53705
C 1.54474 -0.89751 2.14316
N 0.85719 -0.91170 0.98172
C 3.50764 -4.16305 2.05379
C 2.65411 -5.44447 2.14298
C 4.22522 -3.93811 3.38265
C 4.54914 -4.30499 0.93155
H -1.32754 -6.30196 -3.84441
H -2.26537 -5.29459 -2.74171
H -0.57706 -5.69860 -2.37472
H 0.54927 -5.30990 -5.23321
H 1.31935 -4.69295 -3.78027
H 0.94698 -3.59759 -5.12328
H -1.79098 -4.85055 -5.78841
H -1.51278 -3.12029 -5.74922
H -2.82084 -3.84443 -4.78526
H -2.24854 -1.80132 -4.00455
H -2.03200 0.04007 -2.41329
H 0.70773 -3.93523 -1.75756
H 1.96570 -3.86846 -0.16400
H 2.89723 -1.82946 3.48461
H 1.41432 -0.02513 2.77350
H 1.89570 -5.36703 2.92311
H 3.30725 -6.28094 2.39119
H 2.16367 -5.68500 1.19844
H 3.52788 -3.87791 4.22100
H 4.84926 -3.04163 3.37157
H 4.88541 -4.78219 3.57442
H 4.09588 -4.53797 -0.03343
H 5.21915 -5.12712 1.18143
H 5.15386 -3.40329 0.82420
C -3.94158 5.16426 2.44454
C -2.71232 5.27818 1.67442
C -2.25944 6.53900 1.09484
O -1.90378 4.26743 1.41502
H -4.10840 6.09721 2.98963
H -4.02394 4.29078 3.08519
H -4.75200 5.11570 1.69332
H -3.11671 7.10056 0.71021
H -1.47241 6.41928 0.35581
H -1.88787 7.14605 1.93828

Cartesian forces, eV/Å:
2.0 0.7 -1.0
0.1 0.0 0.0
0.1 0.0 -0.3
0.2 -0.1 0.4
-0.1 0.0 -0.2
0.1 0.0 0.3
-0.2 -0.1 0.2
-0.1 0.0 -0.1
-0.1 0.1 -0.3
0.1 -0.1 0.1
-0.1 0.1 0.0
0.0 0.0 0.0
0.2 0.1 0.0
0.2 -0.7 0.2
-0.7 0.6 -0.2
-0.4 -0.4 0.0
0.4 -0.7 0.8
-0.6 0.0 -0.2
-0.3 0.9 -0.1
-0.4 -0.6 0.0
0.1 0.1 0.2
0.0 0.0 0.0
0.0 0.0 0.0
0.0 0.0 0.0
0.0 0.0 0.0
0.0 0.0 0.0
0.0 0.0 0.0
0.0 0.0 0.0
0.0 0.0 0.0
0.0 0.0 0.0
0.0 -0.1 0.0
0.0 0.0 0.0
0.0 0.0 0.0
0.0 0.0 0.0
0.0 0.0 0.0
0.0 0.0 0.0
0.0 0.1 0.1
0.1 0.0 0.0
0.0 0.0 0.0
0.0 0.0 0.0
0.0 0.0 0.0
0.0 0.0 -0.1
-0.2 0.1 0.0
0.1 -0.1 0.1
-0.1 0.0 0.0
-0.1 -0.1 0.0
0.0 0.0 0.1
0.0 0.0 0.0
0.0 0.0 0.0
0.1 0.0 0.1
-0.1 0.0 0.2
-0.1 0.1 0.0
0.0 0.0 0.0
0.0 0.0 0.0
0.0 0.0 -0.1
0.0 0.0 0.0
0.0 0.0 0.0
0.0 0.0 0.0
0.0 0.0 0.0
0.0 0.0 0.0
0.0 0.0 0.0
0.0 0.0 0.0
0.0 0.0 0.0
0.0 0.0 0.0
0.0 0.0 0.0
0.0 0.0 0.0
0.0 0.0 0.0
0.0 0.0 0.0
0.0 0.0 0.0
0.0 0.0 0.0
0.0 0.0 0.0
0.0 0.0 0.0
0.0 0.0 0.0
0.0 0.0 0.0
0.0 0.0 0.0
0.0 0.0 0.0
0.0 0.0 0.0
0.0 0.0 0.0
0.0 0.0 0.0
0.1 0.0 0.0
0.0 0.0 -0.1
0.0 -0.1 0.1
0.0 0.2 0.0
0.0 0.0 0.0
0.0 0.0 0.0
0.0 0.0 0.0
0.0 0.0 0.0
0.0 0.0 0.0
0.0 0.0 0.0

Record 2
This record from the Open Molecules 2025 dataset describes C29H42BN9RhS5 as an isolated structure in a non-equilibrium geometry. The level of theory is ωB97M-V/def2-TZVPD.

Its spin multiplicity is 5. Its total charge is +1. Its HOMO energy (spin up / spin down) is -8.5 / -10.4 eV. The LUMO energy (spin up / spin down) comes out at -2.61 / -3.55 eV. The value obtained for the frontier orbital gap (spin up / spin down) is 5.9 / 6.8 eV.

Cartesian coordinates (Å):
Rh -0.78439 -0.19436 -0.49381
C 3.75486 3.39909 2.70095
S 3.69013 1.61686 2.45732
C 2.97547 1.50672 0.78784
S 0.79983 -0.50924 1.92299
N 2.93098 2.58988 -0.06687
N 0.38947 1.62100 -0.61399
C 0.28908 2.21368 -1.84002
C -0.80039 1.88930 -2.67873
C -1.01462 2.54833 -3.90888
C -2.15562 2.29317 -4.62066
C -3.09808 1.38494 -4.11557
C -2.80612 0.74248 -2.93433
N -1.68485 0.94745 -2.23418
H 4.64640 3.61166 3.28776
H 2.87556 3.76108 3.22833
H 3.83528 3.88649 1.72907
H 1.00816 2.96297 -2.15377
H -0.28207 3.26454 -4.25867
H -2.33602 2.80343 -5.55863
H -4.02524 1.18257 -4.63172
H -3.50047 0.03029 -2.50981
C -3.36709 -4.78824 -2.19055
C -2.09035 -3.94788 -2.18241
C -0.94160 -4.77657 -2.74828
C -2.35432 -2.68774 -2.99219
N -1.75632 -3.58337 -0.74905
C -2.33388 -4.23646 0.34366
C -1.68177 -3.85564 1.44277
N -0.68695 -2.95516 1.05845
B -0.03573 -2.16424 2.09372
N 2.47650 -0.96946 0.86409
C 3.07649 -2.11705 0.42828
C 4.12538 -1.77607 -0.35423
N 4.18536 -0.39951 -0.38596
C 3.15928 0.06197 0.37121
S 1.34837 2.35475 0.49917
C 5.18531 0.37217 -1.22839
C 4.43238 0.96397 -2.41520
C 6.24270 -0.61054 -1.72311
C 5.87707 1.44928 -0.39748
N -0.81589 -0.04593 3.00771
C -0.56742 0.50610 4.24990
C -1.52959 1.41268 4.49456
N -2.37370 1.43979 3.38605
C -1.90857 0.54257 2.48789
S -2.61137 0.06038 0.96210
C -3.48615 2.45960 3.32673
C -4.27889 2.39774 2.03016
C -4.41997 2.18603 4.50280
C -2.83835 3.83879 3.44158
C -0.74338 -2.80169 -0.33040
S 0.47346 -2.07899 -1.28876
H -3.65538 -4.92960 -3.23122
H -4.19326 -4.28452 -1.68567
H -3.22442 -5.77838 -1.75577
H -1.23589 -5.14990 -3.73003
H -0.73529 -5.63522 -2.10630
H -0.03031 -4.19182 -2.86433
H -2.48629 -2.97286 -4.03688
H -1.54144 -1.96878 -2.93732
H -3.27749 -2.21641 -2.65365
H -3.17866 -4.88969 0.25092
H -1.85981 -4.08729 2.47738
H -0.18154 -2.59101 3.19604
H 2.70139 -3.09577 0.67464
H 4.82493 -2.39807 -0.87746
H 3.94662 0.17515 -2.99392
H 5.14125 1.47979 -3.06557
H 3.68507 1.67974 -2.07565
H 5.83453 -1.34515 -2.41914
H 6.73781 -1.12777 -0.89923
H 6.99811 -0.04010 -2.26118
H 5.22833 2.29387 -0.18176
H 6.72233 1.82335 -0.97685
H 6.25925 1.03933 0.53850
H 0.28193 0.21398 4.84298
H -1.69718 2.03417 5.35447
H -4.79326 1.44691 1.89904
H -3.65691 2.58075 1.15594
H -5.03042 3.18613 2.08966
H -4.83142 1.17749 4.44118
H -5.24589 2.89707 4.47594
H -3.91757 2.29687 5.46411
H -2.13015 3.99653 2.62617
H -2.31432 3.97488 4.38781
H -3.61305 4.60276 3.37771

Cartesian forces, eV/Å:
-0.1 1.4 0.2
0.1 0.1 0.0
0.0 0.0 0.0
0.0 -0.1 0.0
0.0 -0.5 -0.2
-0.3 -0.2 0.1
0.1 -0.1 -0.3
-0.2 -0.1 0.0
0.1 0.0 0.1
0.0 0.0 0.0
0.0 0.0 -0.1
0.0 0.1 0.0
0.1 0.0 0.1
-0.1 -0.1 -0.3
0.0 0.0 0.0
0.0 0.0 0.0
0.0 0.0 0.0
0.0 0.0 0.1
0.0 0.0 0.0
0.0 0.0 0.0
0.0 0.0 0.0
0.0 -0.1 0.0
0.0 0.0 0.0
0.0 0.0 0.3
0.1 0.0 -0.1
0.0 0.1 -0.1
-0.3 -0.4 -0.3
0.0 0.1 -0.2
0.0 0.1 0.0
0.3 0.4 0.2
-0.1 0.1 0.0
-0.1 0.3 0.3
-0.2 -0.1 0.1
0.1 0.1 0.1
0.1 0.0 -0.2
0.1 0.2 -0.3
0.4 0.1 0.1
-0.2 -0.2 0.1
0.0 0.0 -0.1
0.0 0.0 0.0
0.0 0.0 0.0
0.2 0.1 -0.1
-0.1 -0.1 -0.1
-0.1 -0.1 -0.1
-0.1 0.3 0.1
-0.1 -0.3 0.0
0.1 0.0 0.2
0.1 -0.2 0.0
-0.1 0.0 0.0
0.0 0.0 0.0
0.0 0.0 0.0
0.2 -0.9 0.3
-0.2 -0.1 0.0
0.0 0.0 0.0
0.0 0.0 0.0
0.0 0.0 0.0
0.0 0.0 0.0
0.0 0.0 0.0
-0.1 0.0 0.0
0.0 0.0 0.0
0.0 0.0 0.0
0.0 0.0 0.0
0.0 0.0 0.0
0.0 0.0 0.0
0.1 0.0 -0.2
0.0 0.0 0.0
0.0 0.0 0.0
0.0 0.0 0.0
0.0 0.0 0.0
0.0 0.0 0.0
0.0 0.0 0.0
0.0 0.0 0.0
0.0 0.0 0.0
0.0 0.0 0.0
0.0 0.0 0.0
0.0 0.0 0.0
0.0 0.0 0.0
0.0 0.0 0.0
0.0 0.0 0.0
0.0 0.0 0.0
0.0 0.0 0.0
0.0 0.0 0.0
0.0 0.0 0.0
0.0 0.0 0.0
0.0 0.0 0.0
0.0 0.0 0.0
0.0 0.0 0.0